No. 1
Here is a 22-piece molecular cluster, C50H81N22O7PS overall in a non-equilibrium geometry from OMol25. Energies are from ωB97M-V/def2-TZVPD.

XYZ file:
```
162
C50H81N22O7PS (ωB97M-V/def2-TZVPD)
C 1.262 -2.702 -5.158
C 0.276 -2.064 -4.172
C -0.317 -0.742 -4.648
C 0.619 0.488 -4.712
C 1.526 0.678 -3.491
C 2.890 -0.027 -3.612
N 3.455 0.193 -4.922
C 4.900 0.459 -4.952
O 0.757 0.325 -2.286
S -0.285 1.516 -2.039
O -1.542 1.323 -2.672
O -0.346 1.781 -0.646
O 0.473 2.676 -2.901
C 1.774 2.147 -3.203
P 2.764 2.583 -1.664
O 2.027 3.528 -0.825
O 4.159 3.140 -2.195
O 3.178 1.286 -0.816
H 2.295 -2.413 -4.981
H 1.246 -3.781 -5.006
H 0.992 -2.534 -6.199
H -0.558 -2.758 -4.065
H 0.737 -2.011 -3.188
H -1.222 -0.486 -4.108
H -0.635 -0.916 -5.674
H -0.018 1.361 -4.825
H 1.183 0.434 -5.634
H 3.570 0.330 -2.846
H 2.715 -1.080 -3.379
H 3.240 -0.568 -5.546
H 5.092 1.467 -5.320
H 5.377 -0.222 -5.650
H 5.396 0.303 -3.997
H 2.312 2.657 -3.999
H 4.815 3.029 -1.489
H 2.439 1.114 -0.209
C -0.250 4.422 1.337
C -0.271 5.208 2.564
N -0.262 5.803 3.545
H -1.040 3.675 1.361
H -0.402 5.068 0.475
H 0.709 3.920 1.228
C 2.456 3.757 4.937
C 2.285 2.531 5.702
N 2.121 1.575 6.313
H 3.324 4.306 5.294
H 2.594 3.516 3.884
H 1.567 4.377 5.044
C -4.560 3.193 -2.944
C -5.206 2.608 -4.112
N -5.684 2.164 -5.055
H -3.540 2.820 -2.869
H -4.535 4.277 -3.040
H -5.104 2.926 -2.041
C -2.686 0.034 -8.338
C -1.301 0.348 -8.001
N -0.213 0.586 -7.723
H -3.266 0.953 -8.402
H -2.723 -0.489 -9.291
H -3.123 -0.602 -7.573
C 0.949 0.544 9.636
C 0.748 -0.701 10.361
N 0.636 -1.698 10.918
H 1.830 1.054 10.022
H 1.097 0.331 8.579
H 0.082 1.188 9.748
C -5.927 -0.792 -11.023
C -5.629 -1.075 -9.624
N -5.394 -1.293 -8.523
H -5.114 -1.148 -11.649
H -6.849 -1.293 -11.312
H -6.047 0.281 -11.163
C -2.142 1.268 -12.050
C -2.489 -0.148 -12.008
N -2.761 -1.262 -11.976
H -1.059 1.379 -12.051
H -2.550 1.719 -12.952
H -2.552 1.774 -11.178
C -0.333 7.724 -1.189
C -1.468 6.936 -1.657
N -2.358 6.314 -2.024
H -0.125 7.489 -0.147
H 0.545 7.493 -1.789
H -0.561 8.784 -1.278
C 1.835 -3.019 8.277
C 2.953 -3.346 7.401
N 3.799 -3.601 6.669
H 1.400 -3.930 8.680
H 2.177 -2.398 9.097
H 1.072 -2.485 7.713
C -1.679 0.126 5.811
C -1.631 0.812 7.095
N -1.606 1.356 8.104
H -2.484 -0.606 5.813
H -1.858 0.851 5.019
H -0.737 -0.385 5.621
C -8.641 0.606 -5.986
C -9.702 -0.207 -6.568
N -10.537 -0.848 -7.026
H -8.496 0.342 -4.941
H -7.710 0.437 -6.523
H -8.903 1.659 -6.055
C -0.232 -6.223 10.110
C -0.594 -6.321 8.701
N -0.903 -6.409 7.600
H 0.439 -7.034 10.387
H 0.256 -5.270 10.306
H -1.138 -6.279 10.710
C 0.892 -5.547 4.417
C 0.087 -4.444 4.925
N -0.548 -3.577 5.322
H 1.645 -5.817 5.154
H 0.253 -6.405 4.225
H 1.385 -5.249 3.494
C -11.447 -0.423 -10.141
C -11.403 -0.563 -11.592
N -11.361 -0.672 -12.733
H -10.862 -1.210 -9.672
H -11.039 0.542 -9.850
H -12.474 -0.494 -9.792
C 4.234 -1.403 3.907
C 3.731 -1.387 2.539
N 3.330 -1.356 1.465
H 4.925 -2.232 4.046
H 4.748 -0.467 4.115
H 3.406 -1.519 4.603
C -3.473 -3.415 7.696
C -3.229 -3.752 9.093
N -3.036 -4.030 10.189
H -2.631 -3.746 7.087
H -4.381 -3.908 7.353
H -3.591 -2.338 7.596
C 5.318 -3.957 0.655
C 5.172 -5.294 1.217
N 5.051 -6.345 1.663
H 6.259 -3.523 0.980
H 5.313 -4.007 -0.431
H 4.506 -3.320 0.994
C 9.223 -3.083 2.770
C 8.701 -3.036 1.409
N 8.284 -2.999 0.341
H 9.894 -3.933 2.875
H 9.768 -2.167 2.986
H 8.402 -3.189 3.477
C -1.631 5.321 7.019
C -0.789 5.757 8.126
N -0.128 6.100 8.998
H -2.590 5.831 7.058
H -1.144 5.552 6.071
H -1.795 4.246 7.086
C 8.230 1.743 -7.107
C 8.014 0.500 -6.375
N 7.853 -0.478 -5.801
H 9.098 2.260 -6.704
H 8.400 1.524 -8.159
H 7.355 2.383 -7.012
C -0.991 -0.792 13.600
C -0.985 -0.119 14.895
N -0.978 0.410 15.912
H -1.776 -1.545 13.578
H -1.171 -0.068 12.808
H -0.033 -1.274 13.426
```

Results
- ΔE to the lowest compared entry with this formula, charge and spin (kJ/mol) = 66.16
- HOMO-LUMO gap (eV) = 9.2
- total energy (a.u.) = -4424.55915

Results of the Löwdin charge analysis, in e, for atoms 1 through 99:
1. C -0.090
2. C -0.239
3. C -0.182
4. C -0.122
5. C -0.403
6. C -0.152
7. N -0.079
8. C -0.110
9. O -0.138
10. S 0.624
11. O -0.219
12. O -0.220
13. O -0.177
14. C -0.254
15. P 0.489
16. O -0.250
17. O -0.099
18. O -0.125
19. H 0.047
20. H 0.072
21. H 0.078
22. H 0.108
23. H 0.095
24. H 0.093
25. H 0.080
26. H 0.114
27. H 0.086
28. H 0.095
29. H 0.120
30. H 0.093
31. H 0.067
32. H 0.049
33. H 0.081
34. H 0.156
35. H 0.098
36. H 0.085
37. C -0.058
38. C -0.264
39. N 0.130
40. H 0.085
41. H 0.065
42. H 0.062
43. C -0.059
44. C -0.268
45. N 0.136
46. H 0.088
47. H 0.080
48. H 0.058
49. C -0.060
50. C -0.270
51. N 0.126
52. H 0.058
53. H 0.073
54. H 0.085
55. C -0.086
56. C -0.254
57. N 0.155
58. H 0.085
59. H 0.047
60. H 0.066
61. C -0.074
62. C -0.275
63. N 0.147
64. H 0.090
65. H 0.045
66. H 0.049
67. C -0.065
68. C -0.266
69. N 0.145
70. H 0.039
71. H 0.085
72. H 0.084
73. C -0.055
74. C -0.277
75. N 0.150
76. H 0.089
77. H 0.085
78. H 0.078
79. C -0.062
80. C -0.283
81. N 0.135
82. H 0.072
83. H 0.086
84. H 0.084
85. C -0.070
86. C -0.267
87. N 0.130
88. H 0.063
89. H 0.050
90. H 0.074
91. C -0.058
92. C -0.264
93. N 0.148
94. H 0.073
95. H 0.083
96. H 0.071
97. C -0.083
98. C -0.269
99. N 0.132

No. 2
Here is C28H50IrP2Si as an isolated structure in a non-equilibrium geometry from OMol25. Energies are from ωB97M-V/def2-TZVPD.

XYZ file:
```
82
C28H50IrP2Si (ωB97M-V/def2-TZVPD)
Ir 0.463 2.066 -0.414
C 1.610 -0.458 0.746
C 0.833 0.756 1.283
C -0.579 -1.141 0.949
C 0.732 -1.476 0.432
C -0.538 0.125 1.519
C 3.073 -0.704 0.724
H 3.653 0.047 1.272
H 3.451 -0.775 -0.319
H 3.269 -1.689 1.196
C 1.013 -2.599 -0.485
H 2.085 -2.786 -0.567
H 0.630 -2.363 -1.489
H 0.524 -3.508 -0.131
C -1.806 -1.917 0.689
H -1.600 -2.987 0.783
H -2.154 -1.717 -0.335
H -2.598 -1.646 1.394
C -1.637 0.628 2.371
H -1.921 -0.121 3.143
H -2.529 0.772 1.726
H -1.363 1.568 2.871
C 1.425 1.433 2.463
H 1.451 0.643 3.217
H 0.790 2.252 2.817
H 2.439 1.803 2.275
C 1.515 4.401 -3.058
C 2.648 4.274 -2.133
C 2.906 5.173 -0.911
C 1.747 5.687 -0.104
C 0.518 4.794 -0.091
C -0.526 5.209 -0.834
C -0.430 6.004 -2.103
C 0.706 5.637 -3.132
H 3.442 6.038 -1.291
H 1.482 6.715 -0.430
H 3.613 4.697 -0.237
H 1.405 6.483 -3.133
H 1.698 4.010 -4.071
H 3.613 4.145 -2.681
H 0.218 5.669 -4.117
H -1.406 5.948 -2.636
H -1.559 4.985 -0.600
H -0.333 7.083 -1.894
H 2.072 5.826 0.927
H 0.421 4.160 0.802
P 2.054 2.649 -1.897
C 2.174 1.413 -3.201
C 3.198 2.170 -0.582
P -1.754 2.568 -0.601
C -0.568 2.725 -2.050
C -2.217 3.373 0.988
C -3.074 1.840 -1.556
H 1.360 0.688 -3.153
H 3.104 0.868 -3.033
H 2.175 1.758 -4.238
H 3.383 2.930 0.181
H 4.106 1.957 -1.149
H 2.843 1.301 -0.057
H -3.342 2.599 -2.310
H -3.917 1.623 -0.887
H -2.707 0.926 -2.038
H -0.553 2.053 -2.921
H -0.536 3.758 -2.398
H -3.051 2.799 1.412
H -2.533 4.398 0.789
H -1.360 3.375 1.684
C -2.242 -3.023 -2.588
Si -1.456 -1.561 -3.498
C -0.120 -2.215 -4.643
C -2.840 -0.719 -4.510
C -0.708 -0.363 -2.280
C -0.165 0.446 -1.482
H -2.634 -3.809 -3.242
H -3.076 -2.673 -1.962
H -1.497 -3.488 -1.928
H -0.480 -2.954 -5.368
H 0.334 -1.389 -5.203
H 0.672 -2.689 -4.048
H -3.724 -0.545 -3.879
H -2.480 0.250 -4.883
H -3.145 -1.332 -5.371
```

Results
- HOMO-LUMO gap (alpha / beta) (eV) = 6.7 / 5.7
- total energy (a.u.) = -2172.45095
- multiplicity = 6
- net charge = +2

Charge distribution, Löwdin scheme, values in e:
1. Ir 1.101
2. C -0.170
3. C -0.426
4. C -0.172
5. C -0.181
6. C -0.187
7. C -0.021
8. H 0.092
9. H 0.116
10. H 0.125
11. C 0.008
12. H 0.091
13. H 0.067
14. H 0.102
15. C 0.007
16. H 0.105
17. H 0.068
18. H 0.092
19. C -0.022
20. H 0.130
21. H 0.090
22. H 0.080
23. C -0.060
24. H 0.117
25. H 0.081
26. H 0.084
27. C -0.205
28. C -0.387
29. C -0.160
30. C -0.150
31. C -0.178
32. C -0.172
33. C -0.148
34. C -0.155
35. H 0.131
36. H 0.133
37. H 0.098
38. H 0.134
39. H 0.126
40. H 0.168
41. H 0.126
42. H 0.129
43. H 0.059
44. H 0.132
45. H 0.129
46. H 0.065
47. P 0.789
48. C -0.154
49. C -0.232
50. P 0.840
51. C -0.429
52. C -0.213
53. C -0.209
54. H 0.021
55. H 0.070
56. H 0.076
57. H 0.059
58. H 0.085
59. H -0.032
60. H 0.075
61. H 0.063
62. H 0.021
63. H 0.057
64. H 0.004
65. H 0.063
66. H 0.052
67. H 0.042
68. C -0.178
69. Si 0.468
70. C -0.177
71. C -0.176
72. C -0.165
73. C -0.322
74. H 0.051
75. H 0.030
76. H 0.020
77. H 0.048
78. H 0.031
79. H 0.029
80. H 0.030
81. H 0.027
82. H 0.046

No. 3
Here is a 2-piece molecular cluster, CHF3NO2S overall in a non-equilibrium geometry from OMol25. Energies are from ωB97M-V/def2-TZVPD.

XYZ file:
```
9
CHF3NO2S (ωB97M-V/def2-TZVPD)
C 2.154 -0.474 -2.726
N -1.645 -0.447 0.014
O 2.853 -1.382 -0.302
O 2.899 1.110 -0.747
F 1.539 -1.626 -3.020
F 1.504 0.541 -3.306
F 3.320 -0.507 -3.326
S 2.213 -0.131 -0.711
H -1.014 -0.997 -0.566
```

Results
- ΔE to the lowest compared entry with this formula, charge and spin (kJ/mol) = 470.98
- HOMO-LUMO gap (alpha / beta) (eV) = 5.6 / 5.5
- total energy (a.u.) = -941.62460
- net charge = -1

Charge distribution, natural (NBO) scheme, values in e:
1. C 0.688
2. N -0.251
3. O -1.031
4. O -1.021
5. F -0.365
6. F -0.367
7. F -0.350
8. S 1.467
9. H 0.229

Question: Among the records above, which one has the lowest total energy?
Answer: C50H81N22O7PS

Question: The lowest total energy belongs to which entry?
Answer: C50H81N22O7PS